Record 1
2 unconnected molecules or ions with the total composition C4H14N2O in a non-equilibrium geometry, computed with the ωB97M-V functional and the def2-TZVPD basis.

Structure (ORCA input):
```
! RIJCOSX wB97M-V def2-TZVPD def2/J DEFGRID3
* xyz 1 2
C 2.462 0.127 -0.986
N 2.112 -1.308 -0.993
C 1.684 -1.772 0.299
O 0.425 -1.301 0.717
H 1.580 0.813 -0.824
H 2.864 0.444 -1.959
H 3.238 0.282 -0.209
H 1.420 -1.537 -1.740
H 2.486 -1.538 1.008
H 1.616 -2.865 0.218
C -3.396 1.616 0.082
C -2.188 0.740 0.479
N -0.857 1.441 0.417
H -4.348 1.069 0.161
H -3.446 2.473 0.734
H -3.284 1.970 -0.937
H -2.269 0.365 1.501
H -2.166 -0.125 -0.179
H -0.865 2.014 -0.463
H 0.488 -0.309 0.591
H -0.864 2.161 1.154
*
```

Its gap between HOMO and LUMO (alpha / beta) is 10.469 / 4.818 eV. The total energy comes out at -9393.421 eV. For the energy relative to the best compared isomer or geometry (same formula, charge and spin), the calculation gives 26.5 kcal per mole. The max |F| is 4.41 eV/Å. As for the LUMO energy (alpha / beta): -3.082 / -8.698 eV.


Record 2
15 unconnected molecules or ions with the total composition C43H56IN16O5 in a non-equilibrium geometry, computed with the ωB97M-V functional and the def2-TZVPD basis.

Structure (ORCA input):
```
! RIJCOSX wB97M-V def2-TZVPD def2/J DEFGRID3
* xyz -1 1
C 0.166 -1.222 0.305
C -0.178 0.058 -0.438
O -0.995 0.891 0.381
C -1.154 2.183 -0.168
C -2.633 2.531 -0.278
C -3.447 1.451 -0.952
C -3.312 1.038 -2.277
I -1.895 1.930 -3.544
C -4.075 0.008 -2.836
C -5.043 -0.643 -2.093
C -5.862 -1.777 -2.664
C -5.863 -2.959 -1.711
N -4.761 -3.329 -1.216
C -5.222 -0.214 -0.789
C -4.436 0.781 -0.240
C -4.888 0.944 1.193
O -4.655 1.839 1.959
N -5.758 -0.143 1.479
C -5.198 -1.255 2.400
O -4.179 -0.917 2.985
O -5.849 -2.283 2.388
C -6.207 -0.668 0.242
O -7.209 -1.310 0.062
H -0.701 -1.620 0.831
H 0.526 -1.942 -0.433
H 0.996 -1.034 0.992
H 0.755 0.554 -0.712
H -0.753 -0.188 -1.339
H -0.679 2.243 -1.148
H -0.652 2.940 0.449
H -3.039 2.653 0.726
H -2.776 3.492 -0.784
H -3.893 -0.296 -3.859
H -5.360 -2.130 -3.572
H -6.866 -1.452 -2.939
H -6.823 -3.421 -1.471
H -4.894 -4.090 -0.553
C 0.476 -0.769 -5.933
C -0.431 -1.399 -4.988
N -1.129 -1.855 -4.200
H 0.115 -0.896 -6.953
H 0.549 0.291 -5.708
H 1.466 -1.213 -5.847
C 0.123 3.406 -7.878
C 1.124 2.718 -7.075
N 1.875 2.172 -6.401
H -0.777 3.532 -7.289
H 0.494 4.382 -8.178
H -0.102 2.814 -8.765
C 4.134 -0.338 0.744
C 3.597 -0.161 -0.592
N 3.088 -0.011 -1.609
H 5.005 0.292 0.882
H 3.381 -0.066 1.486
H 4.419 -1.375 0.901
C 7.969 -0.410 2.724
C 6.747 -1.181 2.891
N 5.762 -1.757 3.016
H 7.988 0.416 3.432
H 8.842 -1.039 2.887
H 8.002 -0.010 1.716
C 6.936 -2.463 -1.633
C 6.889 -1.176 -0.959
N 6.854 -0.155 -0.438
H 6.403 -3.206 -1.042
H 6.472 -2.373 -2.613
H 7.971 -2.774 -1.759
C -0.324 0.218 3.506
C 1.041 0.733 3.496
N 2.126 1.114 3.516
H -0.960 0.830 2.867
H -0.334 -0.803 3.131
H -0.713 0.235 4.523
C -6.180 -7.107 1.015
C -4.926 -6.394 0.816
N -3.960 -5.796 0.662
H -6.589 -7.414 0.054
H -6.011 -7.990 1.629
H -6.892 -6.454 1.517
C 7.703 2.932 -0.591
C 8.614 2.400 0.411
N 9.324 1.982 1.211
H 6.761 3.209 -0.121
H 8.142 3.810 -1.062
H 7.509 2.172 -1.345
C -8.900 0.668 2.922
C -10.093 1.329 2.407
N -11.032 1.850 2.001
H -9.187 -0.167 3.557
H -8.289 0.290 2.102
H -8.307 1.372 3.503
C -0.013 -0.247 8.243
C -0.591 0.857 7.488
N -1.027 1.737 6.893
H 1.066 -0.114 8.311
H -0.436 -0.272 9.245
H -0.216 -1.188 7.738
C 2.630 -2.751 4.295
C 1.601 -2.671 5.326
N 0.793 -2.586 6.134
H 2.395 -3.555 3.601
H 2.680 -1.809 3.750
H 3.600 -2.943 4.749
C 4.955 0.663 8.518
C 3.834 -0.155 8.959
N 2.943 -0.790 9.306
H 5.103 1.489 9.211
H 5.860 0.060 8.480
H 4.750 1.062 7.526
C 5.039 0.695 -6.196
C 5.939 0.004 -5.281
N 6.643 -0.540 -4.558
H 4.086 0.889 -5.706
H 5.477 1.643 -6.501
H 4.867 0.082 -7.079
C -3.187 6.909 -7.857
C -2.151 6.181 -7.137
N -1.345 5.607 -6.557
H -4.057 7.037 -7.217
H -2.813 7.888 -8.151
H -3.478 6.356 -8.748
*
```

Its gap between HOMO and LUMO is 6.770 eV. The total energy comes out at -87677.635 eV. The max |F| is 1.38 eV/Å. As for the LUMO energy: 1.353 eV.


Record 3
2 unconnected molecules or ions with the total composition C4H12N2 in a non-equilibrium geometry, computed with the ωB97M-V functional and the def2-TZVPD basis.

Structure (ORCA input):
```
! RIJCOSX wB97M-V def2-TZVPD def2/J DEFGRID3
* xyz -1 2
C 1.926 2.596 -0.717
N 1.225 1.316 -0.672
C 2.114 0.229 -0.222
H 2.039 3.046 0.279
H 1.379 3.263 -1.386
H 2.929 2.434 -1.107
H 0.442 1.339 -0.029
H 2.865 0.138 -1.006
H 2.630 0.447 0.720
H 1.497 -0.668 -0.262
C -1.391 -1.558 0.705
C -3.627 -2.190 0.389
N -2.349 -2.589 0.440
H -1.612 -0.628 0.126
H -1.279 -1.222 1.760
H -0.438 -1.908 0.289
H -4.426 -2.848 0.668
H -3.925 -1.198 0.025
*
```

Its gap between HOMO and LUMO (alpha / beta) is 2.641 / 5.866 eV. The total energy comes out at -7319.771 eV. For the energy relative to the best compared isomer or geometry (same formula, charge and spin), the calculation gives 35.8 kcal per mole. The max |F| is 1.55 eV/Å. As for the LUMO energy (alpha / beta): 3.312 / 3.282 eV.